No. 1
The following is a quantum chemistry calculation of a molecular structure, C19H18F9N4NiP at a distorted geometry, from OMol25.

CARTESIAN COORDINATES (ANGSTROEM)
Ni1 -0.041 0.067 0.147
C1 2.918 0.013 0.140
N1 1.826 -0.409 -0.749
C2 1.870 -1.868 -0.981
C3 1.005 -2.616 0.000
C4 1.269 -3.927 0.341
C5 0.358 -4.606 1.139
C6 -0.786 -3.950 1.556
C7 -0.966 -2.627 1.197
N2 -0.082 -1.965 0.444
C8 1.827 0.336 -2.016
C9 0.520 0.087 -2.731
C10 0.367 0.297 -4.089
C11 -0.855 0.000 -4.671
C12 -1.871 -0.523 -3.885
C13 -1.638 -0.689 -2.534
N3 -0.472 -0.378 -1.960
C14 2.534 1.218 0.958
C15 3.487 2.024 1.549
C16 3.066 3.052 2.380
C17 1.710 3.236 2.589
C18 0.818 2.394 1.956
N4 1.221 1.404 1.146
H1 3.836 0.200 -0.426
H2 3.126 -0.811 0.827
H3 2.900 -2.233 -0.949
H4 1.494 -2.071 -1.985
H5 2.166 -4.410 -0.020
H6 0.542 -5.632 1.425
H7 -1.525 -4.436 2.175
H8 -1.826 -2.065 1.527
H9 2.668 0.031 -2.649
H10 1.950 1.400 -1.797
H11 1.192 0.672 -4.678
H12 -1.009 0.163 -5.729
H13 -2.829 -0.790 -4.305
H14 -2.401 -1.084 -1.874
H15 4.537 1.845 1.368
H16 3.790 3.694 2.862
H17 1.337 4.012 3.240
H18 -0.247 2.483 2.107
F1 -0.743 2.637 -1.205
C19 -1.652 1.948 -0.519
F2 -2.049 2.610 0.528
F3 -2.655 1.602 -1.292
F4 -1.252 0.128 1.810
P1 -1.843 0.297 3.499
F5 -1.464 -1.252 3.676
F6 -3.264 -0.120 2.901
F7 -2.127 1.832 3.130
F8 -0.326 0.684 3.865
F9 -2.363 0.450 4.972

Its multiplicity is 4. The calculation puts the electronic energy at -3702.3175 Ha. For the energy relative to the best compared isomer or geometry (same formula, charge and spin), the calculation gives 2.81 kcal per mole. For the molar mass, the calculation gives 563.0 u. Its HOMO energy (alpha / beta) is -13.02 / -13.05 eV. Its net charge is +1. The frontier orbital gap (alpha / beta) is 0.369 / 0.304 Ha.


No. 2
The following is a quantum chemistry calculation of a molecular structure, C19H18InN2S2, from OMol25.

CARTESIAN COORDINATES (ANGSTROEM)
In1 1.999 1.952 0.412
C1 -0.156 -4.580 -1.216
C2 -0.310 -3.229 -1.927
C3 -1.268 -3.387 -3.115
C4 1.057 -2.800 -2.459
C5 -0.880 -2.207 -0.944
C6 -2.150 -2.428 -0.370
C7 -2.712 -1.568 0.550
C8 -1.985 -0.436 0.914
S1 -2.347 0.827 2.054
C9 -0.821 1.581 1.681
N1 -0.128 0.958 0.786
C10 -0.740 -0.197 0.340
C11 -0.174 -1.076 -0.582
C12 -0.295 2.810 2.316
C13 -1.037 3.476 3.288
C14 -0.519 4.614 3.881
C15 0.736 5.069 3.492
C16 1.462 4.386 2.523
C17 0.976 3.239 1.900
H1 0.265 -5.319 -1.903
H2 -1.115 -4.960 -0.859
H3 0.514 -4.490 -0.359
H4 -0.866 -4.113 -3.827
H5 -1.399 -2.437 -3.636
H6 -2.252 -3.738 -2.800
H7 1.429 -3.560 -3.150
H8 1.792 -2.678 -1.662
H9 1.002 -1.854 -2.999
H10 -2.710 -3.313 -0.650
H11 -3.685 -1.777 0.977
H12 0.823 -0.853 -0.946
H13 -2.015 3.111 3.585
H14 -1.085 5.142 4.638
H15 1.149 5.961 3.949
H16 2.438 4.775 2.247
S2 1.429 5.085 -3.278
C18 1.329 3.899 -2.155
N2 1.234 3.042 -1.363
C19 3.278 0.375 0.035
H17 3.522 -0.056 1.020
H18 4.216 0.753 -0.390

The calculation puts the electronic energy at -1830.8707 Ha. For the energy relative to the best compared isomer or geometry (same formula, charge and spin), the calculation gives 0.00 kcal per mole. For the molar mass, the calculation gives 453.3 u. Its HOMO energy is -3.05 eV. Its net charge is -1. The frontier orbital gap is 0.197 Ha.


No. 3
The following is a quantum chemistry calculation of a molecular structure, C19H18MnN4O4S, from OMol25.

CARTESIAN COORDINATES (ANGSTROEM)
Mn1 -0.774 0.691 -1.385
C1 0.156 -1.525 4.118
C2 0.168 -0.368 3.157
C3 1.276 0.472 3.057
C4 1.308 1.527 2.159
C5 0.208 1.763 1.344
C6 -0.925 0.963 1.461
C7 -0.935 -0.103 2.352
S1 0.309 3.101 0.185
O1 1.680 3.155 -0.243
O2 -0.295 4.278 0.730
N1 -0.629 2.518 -1.010
C8 -1.657 3.376 -1.614
C9 -2.673 2.464 -2.272
O3 -3.634 2.819 -2.873
O4 -2.375 1.134 -2.112
H1 0.940 -1.425 4.866
H2 0.318 -2.468 3.591
H3 -0.801 -1.597 4.633
H4 2.133 0.296 3.695
H5 2.185 2.155 2.075
H6 -1.853 1.233 0.958
H7 -1.830 -0.707 2.452
H8 -1.249 4.049 -2.370
H9 -2.158 3.987 -0.861
N2 0.906 -1.909 -0.468
C10 -0.433 -2.191 -0.656
C11 -0.892 -3.455 -0.268
C12 -2.209 -3.779 -0.469
C13 -3.065 -2.848 -1.060
C14 -2.560 -1.623 -1.395
N3 -1.258 -1.282 -1.184
C15 1.718 -0.948 -1.051
C16 3.085 -1.205 -1.127
C17 3.909 -0.272 -1.714
C18 3.362 0.898 -2.231
C19 2.014 1.094 -2.106
N4 1.193 0.193 -1.507
H10 1.424 -2.678 -0.073
H11 -0.201 -4.163 0.169
H12 -2.573 -4.756 -0.181
H13 -4.104 -3.068 -1.249
H14 -3.169 -0.851 -1.841
H15 3.478 -2.137 -0.743
H16 4.972 -0.460 -1.781
H17 3.970 1.656 -2.702
H18 1.542 1.997 -2.459

Its multiplicity is 5. The calculation puts the electronic energy at -2803.8564 Ha. For the molar mass, the calculation gives 453.4 u. Its HOMO energy (alpha / beta) is -12.37 / -12.36 eV. Its net charge is +1. The frontier orbital gap (alpha / beta) is 0.297 / 0.301 Ha.


No. 4
The following is a quantum chemistry calculation of a single C19H18N4O2 molecule at a distorted geometry, from OMol25.

CARTESIAN COORDINATES (ANGSTROEM)
N1 -1.173 -1.354 1.721
C1 -1.698 -0.485 1.237
C2 -2.299 0.626 0.444
C3 -3.396 1.348 1.219
C4 -4.516 1.665 0.202
C5 -4.297 0.794 -0.951
N2 -2.927 0.180 -0.783
C6 -2.124 -0.165 -1.878
O1 -2.615 -0.112 -3.018
C7 -0.907 -1.048 -1.677
N3 0.222 -0.675 -0.759
C8 0.896 0.593 -0.916
O2 0.452 1.359 -1.798
C9 2.047 0.953 -0.052
C10 2.306 2.370 -0.006
C11 3.277 2.730 0.958
N4 3.890 1.887 1.809
C12 3.807 0.584 1.660
C13 4.590 -0.280 2.478
C14 4.529 -1.594 2.373
C15 3.652 -2.098 1.369
C16 2.943 -1.360 0.551
C17 2.872 0.075 0.712
C18 -0.375 -1.895 -2.837
C19 -1.146 -2.591 -1.662
H1 -1.580 1.365 0.131
H2 -2.867 2.300 1.561
H3 -3.786 0.663 1.962
H4 -5.491 1.580 0.680
H5 -4.393 2.707 -0.209
H6 -4.450 1.272 -1.878
H7 -5.006 0.008 -0.829
H8 0.260 -1.183 0.073
H9 1.859 3.168 -0.573
H10 3.578 3.718 1.173
H11 5.327 0.252 3.071
H12 5.264 -2.109 2.955
H13 3.653 -3.189 1.242
H14 2.527 -1.911 -0.274
H15 0.653 -2.151 -2.839
H16 -0.882 -1.859 -3.848
H17 -2.126 -2.988 -1.933
H18 -0.549 -3.150 -0.860

The calculation puts the electronic energy at -1104.2458 Ha. For the energy relative to the best compared isomer or geometry (same formula, charge and spin), the calculation gives 58.15 kcal per mole. For the molar mass, the calculation gives 334.4 u. Its HOMO energy is -9.08 eV. Its net charge is 0. The frontier orbital gap is 0.313 Ha.


No. 5
The following is a quantum chemistry calculation of a single C19H18N4O4 molecule, from OMol25.

CARTESIAN COORDINATES (ANGSTROEM)
C1 -3.406 -2.713 2.343
N1 -2.141 -2.020 2.333
C2 -0.951 -2.824 2.449
C3 -0.778 -3.777 1.242
O1 -1.156 -3.169 0.024
C4 -0.441 -2.144 -0.486
C5 -1.071 -1.425 -1.511
C6 -0.448 -0.351 -2.089
C7 0.819 0.080 -1.652
C8 1.373 1.231 -2.295
C9 2.317 2.154 -1.940
C10 2.933 2.307 -0.619
O2 2.683 1.657 0.371
N2 3.858 3.337 -0.517
C11 4.244 4.241 -1.477
O3 5.068 5.097 -1.282
N3 3.594 4.082 -2.678
C12 2.637 3.136 -2.995
O4 2.133 3.142 -4.096
C13 1.460 -0.682 -0.666
C14 0.848 -1.777 -0.100
C15 -2.025 -0.771 1.779
C16 -3.120 -0.066 1.254
C17 -2.903 1.192 0.733
C18 -1.624 1.733 0.744
C19 -0.611 0.969 1.294
N4 -0.799 -0.239 1.791
H1 -3.730 -3.009 1.339
H2 -4.172 -2.080 2.792
H3 -3.305 -3.608 2.956
H4 -0.994 -3.423 3.363
H5 -0.117 -2.124 2.508
H6 -1.460 -4.628 1.329
H7 0.249 -4.157 1.205
H8 -2.057 -1.733 -1.820
H9 -0.953 0.202 -2.867
H10 0.949 1.430 -3.278
H11 4.287 3.450 0.396
H12 3.833 4.742 -3.410
H13 2.452 -0.416 -0.345
H14 1.377 -2.335 0.656
H15 -4.108 -0.495 1.238
H16 -3.729 1.748 0.312
H17 -1.424 2.711 0.337
H18 0.411 1.322 1.333

The calculation puts the electronic energy at -1254.8730 Ha. For the energy relative to the best compared isomer or geometry (same formula, charge and spin), the calculation gives 41.21 kcal per mole. For the molar mass, the calculation gives 366.4 u. Its HOMO energy is -7.94 eV. Its net charge is 0. The frontier orbital gap is 0.261 Ha.


No. 6
The following is a quantum chemistry calculation of a single C19H18N4O5S2 molecule at a distorted geometry, from OMol25.

CARTESIAN COORDINATES (ANGSTROEM)
O1 -1.224 -2.077 -2.518
C1 -0.103 -1.840 -2.895
C2 0.250 -1.692 -4.369
C3 0.969 -0.403 -4.716
S1 -0.115 1.053 -4.420
O2 0.617 2.195 -4.901
O3 -1.403 0.780 -4.989
C4 -0.250 1.181 -2.635
C5 0.851 1.625 -1.926
C6 0.773 1.718 -0.546
C7 -0.402 1.368 0.101
C8 -1.503 0.940 -0.623
C9 -1.431 0.848 -2.004
N1 0.976 -1.706 -2.062
C10 0.988 -1.630 -0.670
C11 -0.119 -1.958 0.112
C12 -0.049 -1.831 1.487
C13 1.116 -1.380 2.073
S2 1.223 -1.197 3.839
O4 0.203 -1.945 4.499
O5 2.582 -1.356 4.258
N2 0.931 0.474 4.051
C14 -0.347 0.945 4.036
N3 -1.213 0.282 3.274
C15 -2.459 0.724 3.271
C16 -2.857 1.836 3.997
C17 -1.859 2.477 4.718
N4 -0.613 2.040 4.745
C18 2.229 -1.070 1.316
C19 2.167 -1.198 -0.057
H1 -0.691 -1.719 -4.922
H2 0.852 -2.555 -4.669
H3 1.877 -0.218 -4.148
H4 1.201 -0.359 -5.777
H5 1.741 1.914 -2.463
H6 1.622 2.063 0.023
H7 -0.457 1.424 1.177
H8 -2.415 0.676 -0.112
H9 -2.267 0.518 -2.600
H10 1.872 -1.533 -2.496
H11 -1.022 -2.302 -0.364
H12 -0.886 -2.073 2.121
H13 1.560 0.953 4.677
H14 -3.149 0.162 2.655
H15 -3.874 2.187 3.995
H16 -2.053 3.368 5.301
H17 3.128 -0.748 1.815
H18 3.030 -0.959 -0.661

The calculation puts the electronic energy at -2126.4477 Ha. For the energy relative to the best compared isomer or geometry (same formula, charge and spin), the calculation gives 0.00 kcal per mole. For the molar mass, the calculation gives 446.5 u. Its HOMO energy is -9.15 eV. Its net charge is 0. The frontier orbital gap is 0.343 Ha.


No. 7
The following is a quantum chemistry calculation of a single C19H18N6O2 molecule at a distorted geometry, from OMol25.

CARTESIAN COORDINATES (ANGSTROEM)
C1 -5.064 0.267 0.603
C2 -3.587 0.369 0.785
C3 -2.658 -0.472 0.272
C4 -3.021 -1.678 -0.507
N1 -1.996 -2.261 -1.187
O1 -4.132 -2.177 -0.528
C5 -1.172 -0.218 0.462
C6 -0.486 0.392 -0.757
C7 -1.191 0.842 -1.861
C8 -0.501 1.416 -2.919
C9 0.868 1.560 -2.869
C10 1.582 1.132 -1.746
O2 2.921 1.336 -1.773
C11 3.675 1.023 -0.617
C12 3.752 -0.455 -0.319
C13 3.808 -1.373 -1.359
C14 3.876 -2.729 -1.091
C15 3.897 -3.177 0.219
C16 3.845 -2.265 1.260
C17 3.769 -0.910 0.994
C18 0.894 0.537 -0.696
N2 -1.001 0.697 1.563
N3 0.121 0.971 2.241
N4 -0.149 1.902 3.052
N5 -1.418 2.294 2.967
C19 -1.949 1.537 2.031
N6 -3.212 1.463 1.549
H1 -5.449 1.204 0.200
H2 -5.312 -0.554 -0.061
H3 -5.541 0.087 1.565
H4 -1.146 -1.773 -1.407
H5 -2.243 -3.050 -1.761
H6 -0.656 -1.150 0.734
H7 -2.266 0.744 -1.901
H8 -1.044 1.760 -3.786
H9 1.413 2.013 -3.682
H10 3.284 1.567 0.253
H11 4.678 1.406 -0.841
H12 3.792 -1.018 -2.379
H13 3.916 -3.436 -1.906
H14 3.951 -4.235 0.428
H15 3.858 -2.610 2.283
H16 3.714 -0.201 1.808
H17 1.408 0.193 0.187
H18 -3.918 2.047 1.969

The calculation puts the electronic energy at -1213.8427 Ha. For the energy relative to the best compared isomer or geometry (same formula, charge and spin), the calculation gives 0.11 kcal per mole. For the molar mass, the calculation gives 362.4 u. Its HOMO energy is -8.87 eV. Its net charge is 0. The frontier orbital gap is 0.346 Ha.


No. 8
The following is a quantum chemistry calculation of a molecular structure, C19H18N7PtS2Se, from OMol25.

CARTESIAN COORDINATES (ANGSTROEM)
Pt1 -0.333 0.031 -0.478
C1 2.671 -2.121 0.395
C2 2.926 -0.716 -0.031
N1 1.997 0.180 -0.240
C3 2.529 1.398 -0.591
C4 3.884 1.419 -0.675
S1 4.509 -0.119 -0.279
C5 1.605 2.510 -0.797
C6 1.925 3.815 -0.995
S2 0.506 4.731 -1.210
C7 -0.450 3.332 -1.011
N2 0.250 2.247 -0.797
C8 -1.936 3.391 -1.098
H1 1.677 -2.188 0.830
H2 3.410 -2.443 1.128
H3 2.714 -2.803 -0.456
H4 4.527 2.241 -0.939
H5 2.901 4.267 -1.031
H6 -2.263 4.338 -1.523
H7 -2.384 3.286 -0.109
H8 -2.301 2.580 -1.724
N3 -4.135 0.979 1.374
C9 -4.760 0.726 0.171
C10 -3.770 0.415 -0.709
N4 -2.560 0.483 -0.070
C11 -2.808 0.814 1.177
C12 -1.705 0.942 2.116
N5 -0.494 0.593 1.744
C13 0.331 0.839 2.812
C14 -0.403 1.340 3.841
N6 -1.703 1.403 3.387
H9 -4.604 1.190 2.238
H10 -5.828 0.780 0.062
H11 -3.848 0.139 -1.746
H12 1.386 0.635 2.772
H13 -0.130 1.644 4.835
H14 -2.486 1.748 3.914
Se1 -0.600 -1.466 -2.319
C15 0.317 -3.057 -1.775
C16 0.014 -3.693 -0.576
C17 0.695 -4.856 -0.251
N7 1.635 -5.406 -1.017
C18 1.899 -4.802 -2.172
C19 1.269 -3.641 -2.601
H15 -0.733 -3.288 0.094
H16 0.476 -5.370 0.679
H17 2.657 -5.268 -2.793
H18 1.527 -3.202 -3.555

Its multiplicity is 3. The calculation puts the electronic energy at -4435.0719 Ha. For the energy relative to the best compared isomer or geometry (same formula, charge and spin), the calculation gives 0.00 kcal per mole. For the molar mass, the calculation gives 682.6 u. Its HOMO energy (alpha / beta) is -9.82 / -10.35 eV. Its net charge is +1. The frontier orbital gap (alpha / beta) is 0.269 / 0.247 Ha.


No. 9
The following is a quantum chemistry calculation of a molecular structure, C19H18NOSSr at a distorted geometry, from OMol25.

CARTESIAN COORDINATES (ANGSTROEM)
C1 2.392 -1.808 2.473
C2 3.171 -0.718 2.028
C3 2.377 0.446 2.049
H1 4.131 -0.587 1.564
C4 1.120 0.075 2.595
C5 1.112 -1.346 2.811
H2 0.233 -1.987 2.985
H3 2.505 -2.870 2.499
H4 2.665 1.434 1.649
H5 0.275 0.741 2.783
C6 1.807 -0.914 -2.359
C7 2.894 -1.598 -1.850
C8 2.488 -2.854 -1.130
H6 3.801 -1.076 -1.570
C9 0.998 -2.853 -1.425
C10 0.643 -1.753 -2.233
H7 -0.381 -1.445 -2.548
H8 1.817 0.121 -2.746
H9 2.764 -3.916 -1.244
H10 0.332 -3.646 -1.053
Sr1 0.260 -0.958 0.264
O1 0.134 1.203 -0.817
C11 -0.336 2.020 0.185
C12 -1.703 1.661 0.706
H11 0.321 2.252 1.094
H12 -0.390 2.882 -0.529
H13 -1.793 1.102 1.668
H14 -3.893 2.553 1.731
C13 -3.997 2.422 0.650
C14 -2.857 1.915 -0.048
C15 -2.930 1.767 -1.483
H15 -2.057 1.352 -2.008
C16 -4.095 2.122 -2.145
H16 -4.161 1.996 -3.229
C17 -5.193 2.643 -1.435
H17 -6.102 2.928 -1.966
C18 -5.131 2.798 -0.040
H18 -5.969 3.211 0.519
S1 5.415 -3.904 0.784
C19 4.215 -2.920 0.608
N1 3.118 -2.491 0.217

The calculation puts the electronic energy at -1293.5176 Ha. For the energy relative to the best compared isomer or geometry (same formula, charge and spin), the calculation gives 25.08 kcal per mole. For the molar mass, the calculation gives 396.0 u. Its HOMO energy (alpha / beta) is -3.90 / -2.46 eV. Its net charge is -1. The frontier orbital gap (alpha / beta) is 0.219 / 0.161 Ha.


No. 10
The following is a quantum chemistry calculation of a single C19H18O2 molecule, from OMol25.

CARTESIAN COORDINATES (ANGSTROEM)
C1 -3.307 -0.862 1.330
C2 -2.641 -0.251 0.364
C3 -1.865 -1.002 -0.672
O1 -2.273 -1.133 -1.807
C4 -0.527 -1.497 -0.258
C5 0.403 -1.770 -1.261
C6 1.679 -2.187 -0.940
C7 2.034 -2.357 0.388
C8 1.111 -2.105 1.391
C9 -0.161 -1.666 1.076
C10 -2.662 1.247 0.161
C11 -3.746 1.598 -0.859
C12 -1.294 1.745 -0.324
C13 -0.206 1.483 0.699
O2 -0.463 1.393 1.881
C14 1.189 1.342 0.206
C15 2.153 0.933 1.128
C16 3.466 0.745 0.745
C17 3.838 0.969 -0.570
C18 2.894 1.394 -1.491
C19 1.578 1.581 -1.111
H1 -3.323 -1.935 1.424
H2 -3.879 -0.306 2.055
H3 0.103 -1.640 -2.291
H4 2.397 -2.382 -1.723
H5 3.031 -2.686 0.642
H6 1.388 -2.244 2.425
H7 -0.868 -1.452 1.861
H8 -2.891 1.721 1.121
H9 -4.721 1.292 -0.490
H10 -3.557 1.081 -1.797
H11 -3.763 2.670 -1.044
H12 -1.336 2.827 -0.480
H13 -1.052 1.277 -1.278
H14 1.842 0.766 2.149
H15 4.199 0.425 1.470
H16 4.863 0.819 -0.877
H17 3.187 1.580 -2.514
H18 0.867 1.925 -1.845

The calculation puts the electronic energy at -885.2839 Ha. For the energy relative to the best compared isomer or geometry (same formula, charge and spin), the calculation gives 0.00 kcal per mole. For the molar mass, the calculation gives 278.4 u. Its HOMO energy is -9.24 eV. Its net charge is 0. The frontier orbital gap is 0.340 Ha.